# 1
Density functional theory data (ωB97M-V/def2-TZVPD) for a structure of composition C25H43F3FeO3P2S.

Computed properties:
M   598.47 g mol⁻¹
ΔE to the lowest compared entry with this formula, charge and spin   169.3 kJ/mol
Net charge   +1
E_HOMO (spin up / spin down)   -10.262 / -10.262 eV
LUMO (spin up / spin down)   -4.0 / -5.3 eV
Electronic energy   -104702.377 eV
Orbital gap (spin up / spin down)   6.25 / 4.98 eV
2S+1   6

Positions of all 78 atoms, in Å:
Fe: -2.94 4.60 -3.27
C: 0.03 -1.00 0.14
C: -1.29 -1.12 0.63
C: -1.40 -1.29 -1.64
C: -0.05 -1.05 -1.28
C: -2.18 -1.29 -0.47
C: 1.25 -0.82 0.93
H: 1.06 -0.37 1.90
H: 2.01 -0.23 0.42
H: 1.72 -1.79 1.12
C: 1.11 -0.96 -2.19
H: 1.86 -0.24 -1.83
H: 0.80 -0.67 -3.20
H: 1.64 -1.93 -2.28
C: -1.90 -1.54 -2.99
H: -1.95 -2.61 -3.20
H: -1.27 -1.10 -3.76
H: -2.91 -1.14 -3.15
C: -3.63 -1.56 -0.37
H: -3.87 -2.63 -0.37
H: -4.17 -1.09 -1.20
H: -4.04 -1.14 0.55
C: -1.67 -1.02 2.04
H: -1.55 -1.97 2.57
H: -2.72 -0.73 2.17
H: -1.07 -0.28 2.58
C: 0.85 2.57 0.34
C: 0.88 2.30 1.63
C: -0.06 2.68 2.71
C: -1.33 3.38 2.22
C: -2.28 2.42 1.56
C: -2.23 2.00 0.28
C: -1.26 2.43 -0.84
C: -0.12 3.29 -0.47
H: 0.48 3.29 3.46
H: -0.98 4.24 1.62
H: -0.37 1.75 3.23
H: -0.41 4.23 0.00
H: 1.70 2.24 -0.27
H: 1.85 2.04 2.03
H: 0.38 3.65 -1.37
H: -0.85 1.54 -1.37
H: -3.12 1.49 -0.13
H: -1.90 2.91 -1.61
H: -1.85 3.72 3.10
H: -3.15 2.10 2.17
P: -2.52 5.27 -1.17
P: -4.35 3.09 -2.38
C: -4.28 5.78 -1.43
C: -4.72 5.04 -2.64
H: -4.29 6.86 -1.51
H: -4.82 5.42 -0.55
H: -5.75 4.98 -2.93
H: -4.15 5.38 -3.64
C: -4.75 2.52 -4.05
H: -4.96 1.47 -3.81
H: -3.81 2.63 -4.68
H: -5.65 2.97 -4.54
C: -5.71 2.58 -1.26
H: -6.64 3.08 -1.44
H: -5.50 2.72 -0.21
H: -5.92 1.52 -1.38
C: -1.37 6.32 -2.12
H: -0.33 6.09 -1.79
H: -1.61 7.36 -1.91
H: -1.52 6.08 -3.20
C: -2.41 6.21 0.50
H: -3.30 5.98 1.11
H: -2.46 7.29 0.25
H: -1.48 6.04 1.08
F: 6.18 0.89 2.19
C: 5.33 0.41 1.24
F: 6.04 -0.34 0.37
F: 4.41 -0.40 1.85
S: 4.45 1.81 0.38
O: 3.88 2.52 1.53
O: 5.50 2.50 -0.33
O: 3.47 1.09 -0.45

---

# 2
Density functional theory data (ωB97M-V/def2-TZVPD) for a structure of composition C25H43F3O3P2RhS.

Computed properties:
M   645.53 g mol⁻¹
ΔE to the lowest compared entry with this formula, charge and spin   331.3 kJ/mol
Net charge   +1
E_HOMO (spin up / spin down)   -10.480 / -10.461 eV
LUMO (spin up / spin down)   -3.9 / -6.9 eV
Electronic energy   -73323.619 eV
Orbital gap (spin up / spin down)   6.62 / 3.56 eV
2S+1   5

Positions of all 78 atoms, in Å:
Rh: -1.79 -0.89 1.33
C: -2.10 2.08 -0.49
C: -2.83 0.95 -0.86
C: -2.55 0.95 1.52
C: -1.87 2.10 0.89
C: -3.18 0.18 0.35
C: -1.90 3.26 -1.37
H: -1.97 2.99 -2.42
H: -0.94 3.74 -1.17
H: -2.69 4.02 -1.20
C: -1.52 3.33 1.61
H: -0.64 3.82 1.16
H: -1.32 3.13 2.67
H: -2.35 4.04 1.52
C: -3.43 1.15 2.71
H: -4.40 1.57 2.38
H: -2.99 1.88 3.40
H: -3.58 0.19 3.22
C: -4.61 -0.24 0.49
H: -5.20 0.57 0.96
H: -4.66 -1.16 1.07
H: -5.03 -0.46 -0.49
C: -3.57 0.84 -2.13
H: -4.56 1.33 -2.06
H: -3.74 -0.21 -2.40
H: -3.03 1.33 -2.94
C: 2.02 1.53 -0.84
C: 1.30 1.73 -1.95
C: 0.72 0.79 -2.96
C: 0.97 -0.70 -2.67
C: 0.04 -1.21 -1.65
C: 0.19 -1.21 -0.30
C: 0.86 -0.19 0.58
C: 2.19 0.29 -0.03
H: 1.07 1.02 -3.97
H: 2.04 -0.94 -2.48
H: -0.36 1.01 -2.99
H: 2.59 -0.53 -0.65
H: 2.60 2.36 -0.41
H: 1.12 2.78 -2.20
H: 2.93 0.51 0.77
H: 0.18 0.66 0.73
H: -0.25 -2.11 0.23
H: 1.04 -0.59 1.59
H: 0.71 -1.25 -3.59
H: -0.90 -1.63 -2.02
P: 2.61 -2.68 -0.03
P: 0.17 -3.37 2.04
C: 2.57 -4.38 0.70
C: 1.85 -4.34 2.06
H: 3.62 -4.71 0.81
H: 2.09 -5.07 -0.02
H: 1.63 -5.36 2.41
H: 2.48 -3.87 2.84
C: -0.33 -3.83 3.74
H: -1.40 -3.60 3.83
H: 0.24 -3.21 4.44
H: -0.15 -4.89 3.94
C: -0.68 -4.75 1.15
H: -0.34 -5.72 1.53
H: -0.48 -4.69 0.07
H: -1.75 -4.64 1.33
C: 4.11 -2.10 0.86
H: 4.42 -1.12 0.47
H: 4.91 -2.83 0.68
H: 3.93 -2.02 1.94
C: 3.57 -2.91 -1.59
H: 3.06 -3.63 -2.25
H: 4.56 -3.29 -1.34
H: 3.69 -1.95 -2.12
F: -0.10 6.91 -1.13
C: 0.92 6.33 -1.81
F: 0.39 5.64 -2.86
F: 1.74 7.30 -2.30
S: 1.89 5.15 -0.72
O: 2.82 4.56 -1.68
O: 2.46 6.03 0.28
O: 0.87 4.22 -0.23

---

# 3
Density functional theory data (ωB97M-V/def2-TZVPD) for a structure of composition C25H43HfNP2.

Computed properties:
M   598.06 g mol⁻¹
ΔE to the lowest compared entry with this formula, charge and spin   56.1 kJ/mol
Net charge   +2
E_HOMO   -14.115 eV
LUMO   -7.6 eV
Electronic energy   -47981.516 eV
Orbital gap   6.52 eV

Positions of all 72 atoms, in Å:
Hf: 0.01 -0.20 1.66
C: -0.75 -2.03 3.04
C: 0.64 -2.20 2.65
C: 0.52 -0.56 4.31
C: -0.80 -1.02 4.07
C: 1.42 -1.26 3.42
C: -1.89 -2.92 2.65
H: -1.69 -3.42 1.69
H: -2.83 -2.36 2.55
H: -2.05 -3.71 3.41
C: -1.99 -0.62 4.87
H: -2.90 -1.06 4.46
H: -2.10 0.47 4.87
H: -1.89 -0.96 5.91
C: 0.89 0.39 5.39
H: 0.74 -0.07 6.38
H: 0.26 1.29 5.35
H: 1.94 0.70 5.32
C: 2.91 -1.19 3.48
H: 3.29 -1.81 4.32
H: 3.27 -0.16 3.65
H: 3.38 -1.56 2.56
C: 1.17 -3.31 1.80
H: 1.48 -4.18 2.40
H: 2.04 -2.99 1.22
H: 0.41 -3.66 1.09
C: -1.95 0.82 -4.00
C: -1.96 -0.50 -4.25
C: -1.07 -1.19 -5.24
C: 0.32 -0.56 -5.47
C: 1.04 -0.05 -4.24
C: 1.05 1.25 -3.87
C: 0.14 2.31 -4.41
C: -1.26 1.81 -4.89
H: -1.58 -1.24 -6.22
H: 0.26 0.20 -6.27
H: -0.93 -2.23 -4.92
H: -1.17 1.45 -5.93
H: -2.60 1.25 -3.22
H: -2.72 -1.14 -3.78
H: -1.91 2.70 -4.95
H: -0.02 3.06 -3.62
H: 1.80 1.59 -3.14
H: 0.61 2.84 -5.26
H: 0.95 -1.36 -5.89
H: 1.65 -0.79 -3.72
P: -1.43 0.12 -0.35
P: 1.75 1.39 0.79
C: -0.37 1.39 -1.25
C: 0.67 2.23 -0.48
H: -1.07 2.06 -1.78
H: 0.11 0.78 -2.01
H: 1.38 2.67 -1.20
H: 0.17 3.06 0.03
C: 2.31 2.75 1.86
H: 2.98 2.34 2.62
H: 1.44 3.18 2.37
H: 2.83 3.53 1.28
C: 3.21 0.66 0.00
H: 3.70 1.37 -0.68
H: 2.91 -0.24 -0.56
H: 3.92 0.34 0.78
C: -3.13 0.71 -0.25
H: -3.69 -0.07 0.28
H: -3.59 0.93 -1.22
H: -3.14 1.62 0.38
C: -1.30 -1.43 -1.30
H: -0.30 -1.88 -1.21
H: -1.48 -1.24 -2.36
H: -2.06 -2.14 -0.93
N: -1.18 2.47 3.32
C: -0.78 1.61 2.61

---

# 4
Density functional theory data (ωB97M-V/def2-TZVPD) for a structure of composition C25H43I2N3NbO3.

Computed properties:
M   780.35 g mol⁻¹
Net charge   +1
E_HOMO   -8.220 eV
LUMO   -5.7 eV
Electronic energy   -54970.708 eV
Orbital gap   2.50 eV

Positions of all 77 atoms, in Å:
C: -0.26 5.16 1.98
C: -1.49 4.31 2.32
O: -1.30 2.91 2.11
C: -0.82 2.25 3.21
O: -0.04 2.73 3.91
C: -1.33 0.85 3.46
C: -0.18 -0.06 3.90
C: -0.56 -1.57 3.68
Nb: 0.84 -2.41 2.10
C: 2.58 -2.22 3.54
C: 2.06 -3.41 0.46
C: 2.95 -2.52 -0.42
O: 2.37 -1.27 -0.79
C: 4.37 -2.36 0.20
N: 4.80 -0.94 0.34
C: 0.29 -4.55 2.81
I: -1.69 -4.70 3.70
C: 1.38 -5.21 3.63
C: 1.30 -4.91 5.13
I: 1.20 -7.40 3.40
H: -0.31 5.58 0.99
H: -0.18 5.94 2.72
H: 0.62 4.54 2.08
H: -2.30 4.62 1.67
H: -1.82 4.52 3.33
H: -2.02 0.95 4.30
H: -1.88 0.46 2.61
H: 0.74 0.22 3.41
H: -0.02 0.10 4.96
H: -0.35 -2.07 4.62
H: -1.61 -1.59 3.42
H: -0.64 -2.49 0.99
H: 1.22 -0.71 1.56
H: 2.17 -2.29 4.55
H: 3.39 -2.94 3.39
H: 3.02 -1.22 3.49
H: 2.70 -4.13 0.98
H: 1.45 -4.01 -0.21
H: 3.10 -3.07 -1.35
H: 2.01 -1.35 -1.68
H: 5.08 -2.84 -0.47
H: 4.44 -2.91 1.12
H: 5.09 -0.82 1.31
H: 5.66 -0.83 -0.18
H: 0.22 -5.11 1.88
H: 2.34 -4.99 3.21
H: 2.28 -4.67 5.55
H: 0.93 -5.77 5.67
H: 0.65 -4.08 5.36
C: -4.42 2.67 -8.44
N: -3.63 2.45 -7.20
C: -2.64 3.32 -6.90
C: -1.91 3.17 -5.75
C: -2.19 2.12 -4.87
C: -3.20 1.23 -5.23
C: -3.90 1.41 -6.40
C: -1.46 1.96 -3.59
C: -2.15 1.94 -2.39
C: -1.47 1.74 -1.21
N: -0.14 1.56 -1.21
C: 0.56 1.60 -2.36
C: -0.08 1.80 -3.56
C: 0.57 1.29 0.05
H: -3.74 2.69 -9.29
H: -4.94 3.61 -8.34
H: -5.13 1.86 -8.56
H: -2.47 4.13 -7.60
H: -1.14 3.90 -5.53
H: -3.44 0.39 -4.60
H: -4.69 0.74 -6.70
H: -3.22 2.09 -2.35
H: -1.97 1.72 -0.25
H: 1.63 1.44 -2.28
H: 0.51 1.80 -4.47
H: 1.34 2.04 0.19
H: 1.00 0.28 -0.02
H: -0.13 1.33 0.88

---

# 5
Density functional theory data (ωB97M-V/def2-TZVPD) for a structure of composition C25H44AuO2P2.

Computed properties:
M   635.54 g mol⁻¹
ΔE to the lowest compared entry with this formula, charge and spin   531.9 kJ/mol
Net charge   +1
E_HOMO (spin up / spin down)   -8.494 / -8.473 eV
LUMO (spin up / spin down)   -4.0 / -7.2 eV
Electronic energy   -52989.257 eV
Orbital gap (spin up / spin down)   4.51 / 1.27 eV
2S+1   3

Positions of all 74 atoms, in Å:
Au: -0.15 2.06 1.26
C: 0.79 -0.04 4.92
C: 1.87 0.54 4.17
C: -0.01 1.83 3.79
C: -0.36 0.78 4.72
C: 1.42 1.73 3.57
C: 0.94 -1.11 5.92
H: 1.67 -1.85 5.59
H: -0.01 -1.63 6.09
H: 1.29 -0.71 6.88
C: -1.57 0.74 5.54
H: -1.74 -0.26 5.96
H: -2.46 1.01 4.96
H: -1.50 1.43 6.40
C: -0.85 3.06 3.72
H: -0.66 3.77 4.55
H: -1.92 2.81 3.75
H: -0.69 3.59 2.76
C: 2.30 2.76 3.00
H: 2.79 3.36 3.78
H: 1.73 3.43 2.34
H: 3.09 2.31 2.38
C: 3.26 0.08 4.24
H: 3.83 0.64 4.99
H: 3.78 0.19 3.28
H: 3.32 -0.98 4.54
C: -0.80 -1.98 1.40
C: 0.27 -2.38 2.12
C: 1.70 -2.37 1.70
C: 2.04 -1.72 0.29
C: 1.79 -0.29 0.13
C: 0.56 0.31 -0.16
C: -0.57 -0.51 -0.75
C: -0.92 -1.86 -0.08
H: 2.09 -3.40 1.62
H: 1.58 -2.33 -0.51
H: 2.26 -1.85 2.50
H: -0.41 -2.68 -0.63
H: -1.66 -1.58 1.95
H: 0.14 -2.67 3.16
H: -2.00 -1.99 -0.30
H: -1.46 0.11 -0.75
H: 0.66 1.23 -0.77
H: -0.30 -0.74 -1.79
H: 3.13 -1.85 0.22
H: 2.64 0.35 0.38
P: -0.98 -0.55 -4.56
P: -0.78 2.03 -5.89
C: -1.09 -0.69 -6.45
C: -1.44 0.67 -7.04
H: -1.84 -1.44 -6.70
H: -0.11 -1.04 -6.81
H: -1.01 0.82 -8.03
H: -2.53 0.82 -7.10
C: -1.56 3.41 -6.84
H: -1.14 4.36 -6.46
H: -2.64 3.40 -6.66
H: -1.35 3.31 -7.92
C: 0.86 2.12 -6.71
H: 0.74 2.09 -7.80
H: 1.50 1.29 -6.39
H: 1.34 3.06 -6.41
C: -2.50 -1.56 -4.24
H: -2.56 -1.79 -3.16
H: -2.47 -2.48 -4.83
H: -3.37 -0.96 -4.53
C: 0.32 -1.87 -4.35
H: 1.29 -1.44 -4.69
H: 0.07 -2.76 -4.96
H: 0.40 -2.13 -3.28
O: -1.86 -2.50 5.84
C: -2.51 -2.47 4.73
O: -2.74 -1.56 3.91
H: -2.94 -3.49 4.48

---

# 6
Density functional theory data (ωB97M-V/def2-TZVPD) for a structure of composition C25H44AuOP2.

Computed properties:
M   619.54 g mol⁻¹
Net charge   +1
E_HOMO (spin up / spin down)   -9.509 / -9.431 eV
LUMO (spin up / spin down)   -4.1 / -4.1 eV
Electronic energy   -50940.326 eV
Orbital gap (spin up / spin down)   5.39 / 5.31 eV
2S+1   3

Positions of all 73 atoms, in Å:
Au: -0.38 -1.27 0.12
C: -0.92 1.75 2.58
C: -1.99 2.18 1.75
C: -2.48 0.05 2.51
C: -1.23 0.45 3.06
C: -2.99 1.19 1.81
C: 0.14 2.60 3.15
H: 0.53 3.34 2.44
H: 0.97 2.02 3.56
H: -0.31 3.17 3.99
C: -0.41 -0.31 4.02
H: 0.68 -0.22 3.89
H: -0.64 -1.38 4.06
H: -0.68 0.13 5.00
C: -3.25 -1.18 2.79
H: -4.22 -0.93 3.26
H: -2.69 -1.83 3.48
H: -3.44 -1.71 1.85
C: -4.35 1.28 1.24
H: -5.01 1.80 1.95
H: -4.80 0.31 1.05
H: -4.38 1.87 0.31
C: -2.21 3.57 1.27
H: -2.77 4.17 2.01
H: -2.79 3.55 0.34
H: -1.25 4.07 1.09
C: 2.81 -1.09 -1.99
C: 3.36 0.31 -1.68
C: 3.13 1.44 -2.72
C: 1.84 1.34 -3.57
C: 0.58 0.67 -3.00
C: 0.23 -0.64 -3.32
C: 1.20 -1.64 -3.86
C: 2.70 -1.45 -3.44
H: 3.98 1.44 -3.44
H: 2.09 0.82 -4.51
H: 3.20 2.43 -2.23
H: 3.14 -0.72 -4.13
H: 3.16 -1.87 -1.29
H: 4.44 0.31 -1.43
H: 3.23 -2.39 -3.60
H: 0.86 -2.63 -3.53
H: -0.82 -0.81 -3.60
H: 1.12 -1.67 -4.96
H: 1.56 2.38 -3.87
H: -0.24 1.40 -2.85
P: 2.61 0.62 -0.06
C: 3.49 -0.30 1.13
C: 2.03 2.23 0.26
P: -2.94 -1.77 -0.65
C: 1.10 -0.23 -0.60
C: -2.63 -0.22 -1.55
C: -1.80 -2.79 -1.65
H: 3.16 -1.35 1.11
H: 3.26 0.15 2.11
H: 4.58 -0.24 0.97
H: 1.76 2.83 -0.60
H: 2.80 2.77 0.81
H: 1.13 2.14 0.86
H: -1.34 -2.12 -2.39
H: -2.30 -3.66 -2.09
H: -0.97 -3.10 -0.99
H: 1.48 -1.01 -1.40
H: 0.72 0.60 -1.25
H: -3.48 0.49 -1.59
H: -2.29 -0.44 -2.57
H: -1.74 0.18 -1.01
C: -0.24 -3.62 2.25
C: 0.48 -2.88 1.16
O: 1.57 -3.14 0.66
H: 0.28 -3.50 3.22
H: -0.21 -4.70 1.99
H: -1.27 -3.24 2.32